[1]
A 21-piece molecular cluster, H41O21 overall in a non-equilibrium geometry. Source: OMol25; level of theory: ωB97M-V with the def2-TZVPD basis set.

Values from the calculation:
LUMO level (alpha / beta) (hartree): -0.0350 / -0.2253
Spin multiplicity: 2
Total energy (hartree): -1604.37888
Charge: 0
HOMO-LUMO gap (alpha / beta) (eV): 9.71 / 4.49
Maximum force (Eh/bohr): 0.060
Energy relative to the best compared isomer or geometry (same formula, charge and spin) (kJ/mol): 191.9
Highest occupied orbital energy (alpha / beta) (eV): -10.657 / -10.625

Cartesian coordinates (Å):
O  -0.079  1.157  4.034
H  -0.760  1.828  4.106
H  0.806  1.432  3.798
O  2.982  3.895  -0.002
H  1.632  -1.569  2.441
H  3.347  3.279  0.640
O  -4.510  -1.819  1.687
H  -3.335  0.198  -2.593
H  -4.224  -0.897  1.560
O  -3.989  -0.514  -2.578
H  0.115  -1.559  0.760
H  1.338  2.027  -1.359
O  -0.235  3.578  0.152
H  0.593  3.225  -0.164
H  0.040  4.370  0.637
O  1.116  1.111  -3.770
H  -1.984  3.157  -0.028
H  1.591  1.281  -2.927
O  -2.457  2.623  -0.701
H  -3.657  -2.202  1.427
H  2.653  3.298  -0.727
O  -2.052  1.104  2.534
H  -3.687  -1.023  -3.354
H  0.171  1.201  -3.633
O  -1.861  -2.254  3.040
H  -1.261  0.603  2.322
H  -2.166  -1.365  2.827
O  2.333  1.946  -1.540
H  -1.875  2.660  -1.463
H  2.393  0.988  -1.176
O  -1.230  -5.553  -0.574
H  2.332  -0.768  -1.462
H  -0.545  -5.373  0.083
O  -1.183  -2.189  -4.372
H  -1.049  -1.382  -3.840
H  -1.583  -2.866  -3.813
O  0.970  -1.998  0.788
H  1.180  -2.256  -0.115
H  -1.141  -2.067  3.657
O  2.296  -3.387  2.665
H  2.774  -3.956  2.073
H  1.417  -3.056  2.492
O  5.355  1.139  -1.131
H  4.510  1.019  -1.577
H  5.211  1.986  -0.683
O  2.740  -0.578  -0.607
H  3.659  -0.291  -0.754
O  1.216  1.501  1.265
H  0.735  0.958  0.502
H  0.515  1.162  1.868
O  -3.696  0.656  0.098
H  -3.769  1.631  0.010
H  -4.350  -0.026  -0.061
O  0.132  0.752  -0.833
H  -0.061  -0.361  -1.780
H  -0.838  0.857  -0.702
O  0.162  -1.118  -2.487
H  -2.743  0.856  1.902
H  0.817  -0.738  -3.097
O  1.863  -0.967  3.158
H  2.273  -0.178  2.778
H  -0.945  -5.166  -1.405



[2]
A 5-piece molecular cluster, C13H32ClNO7P overall in a non-equilibrium geometry. Source: OMol25; level of theory: ωB97M-V with the def2-TZVPD basis set.

Values from the calculation:
LUMO level (hartree): -0.1797
Total energy (hartree): -1896.97568
Charge: +1
HOMO-LUMO gap (eV): 6.67
Maximum force (Eh/bohr): 0.172
Highest occupied orbital energy (eV): -11.563

Cartesian coordinates (Å):
C  3.861  -0.810  0.397
C  3.831  0.648  -0.393
O  4.219  0.602  -1.696
O  3.471  1.939  0.211
C  2.047  2.261  0.059
C  1.165  1.179  -0.798
C  -0.425  1.679  -0.939
C  -1.343  0.317  -0.790
C  -2.630  0.104  -1.825
N  -3.215  -1.180  -1.190
C  -2.814  -1.410  0.133
C  -2.198  0.075  0.589
P  -1.341  0.221  2.291
O  -1.860  1.778  2.966
Cl  -1.956  -1.355  3.614
H  3.816  -0.659  1.557
H  2.904  -1.430  0.078
H  4.848  -1.389  0.056
H  1.867  3.359  -0.373
H  1.590  2.281  1.159
H  1.526  1.025  -1.916
H  1.095  0.151  -0.198
H  -0.668  2.511  -0.151
H  -0.587  2.111  -2.034
H  -0.774  -0.724  -0.919
H  -3.450  0.870  -1.537
H  -2.366  -0.050  -2.986
H  -3.759  -1.827  -1.829
H  -2.976  -2.382  0.769
H  -3.212  0.693  0.751
H  -2.753  1.966  2.506
C  -3.358  -1.900  -5.711
O  -2.397  -0.907  -5.401
H  -4.064  -1.982  -4.882
H  -3.896  -1.617  -6.619
H  -2.856  -2.860  -5.857
H  -1.785  -0.856  -6.154
C  4.304  -1.425  4.912
O  4.304  -1.613  3.509
H  3.409  -0.866  5.196
H  4.297  -2.398  5.411
H  5.192  -0.861  5.205
H  5.109  -2.111  3.287
C  4.876  4.707  -0.237
O  4.039  5.845  -0.329
H  4.683  4.053  -1.090
H  5.923  5.021  -0.251
H  4.660  4.168  0.689
H  4.234  6.406  0.440
C  -6.040  -3.815  1.483
O  -4.725  -3.741  2.005
H  -6.106  -3.182  0.595
H  -6.266  -4.848  1.209
H  -6.751  -3.462  2.234
H  -4.697  -4.312  2.791



[3]
C18H33BeBr3CaClF6INO6P as an isolated structure in a non-equilibrium geometry. Source: OMol25; level of theory: ωB97M-V with the def2-TZVPD basis set.

Values from the calculation:
LUMO level (hartree): -0.1490
Total energy (hartree): -11324.19181
Charge: 0
HOMO-LUMO gap (eV): 1.53
Maximum force (Eh/bohr): 0.168
Highest occupied orbital energy (eV): -5.588

Cartesian coordinates (Å):
I  -4.768  -6.859  6.178
C  -3.872  -6.638  4.194
C  -2.474  -5.819  4.445
C  -3.007  -4.255  4.633
C  -4.458  -4.335  3.875
N  -4.594  -5.728  3.225
H  -3.581  -7.705  3.808
H  -1.784  -6.267  5.278
H  -1.914  -5.748  3.400
H  -2.253  -3.634  3.975
H  -2.917  -3.775  5.696
H  -4.550  -3.652  2.904
H  -5.395  -3.978  4.515
H  -5.630  -5.846  3.102
H  -4.133  -5.796  2.284
C  -3.981  -0.809  2.075
C  -4.116  0.497  2.325
C  -4.990  1.350  1.494
O  -5.113  2.545  1.721
C  -5.709  0.703  0.379
C  -5.573  -0.603  0.129
C  -4.699  -1.455  0.960
O  -4.576  -2.651  0.733
H  -3.344  -1.448  2.675
H  -3.596  0.987  3.140
H  -6.346  1.342  -0.220
H  -6.093  -1.093  -0.686
Br  -4.466  3.111  3.341
F  -3.637  1.959  -1.355
P  -4.024  2.746  -2.643
F  -3.406  3.506  -3.855
F  -5.285  1.838  -2.753
F  -3.325  3.781  -1.710
F  -5.239  3.719  -2.722
F  -3.248  1.673  -3.464
C  2.682  2.817  -2.014
O  1.933  1.670  -1.624
C  1.003  1.960  -0.575
C  -0.417  2.116  -1.121
O  -0.533  3.277  -1.952
C  -0.510  2.950  -3.337
H  3.189  2.591  -2.956
H  2.042  3.690  -2.167
H  3.437  3.037  -1.254
H  1.312  2.851  -0.015
H  1.024  1.108  0.113
H  -1.105  2.259  -0.279
H  -0.736  1.216  -1.662
H  -1.472  2.514  -3.626
H  0.299  2.257  -3.584
H  -0.360  3.872  -3.904
Be  -2.521  -0.344  -2.890
Cl  -3.247  -3.651  7.499
Ca  4.088  3.601  0.384
Br  -0.490  -0.976  -1.323
C  9.340  2.570  -2.207
O  9.773  1.222  -2.362
C  9.457  0.416  -1.223
C  8.222  -0.450  -1.481
O  7.042  0.351  -1.617
C  6.663  0.521  -2.979
H  9.395  3.062  -3.181
H  8.309  2.629  -1.847
H  10.006  3.091  -1.513
H  9.323  1.037  -0.329
H  10.316  -0.241  -1.049
H  8.062  -1.104  -0.617
H  8.363  -1.090  -2.362
H  6.210  -0.403  -3.351
H  7.510  0.798  -3.611
H  5.919  1.320  -3.029
Br  2.568  5.796  -2.025



[4]
A 6-piece molecular cluster, C49H76BF10IN2O19S2 overall in a non-equilibrium geometry. Source: OMol25; level of theory: ωB97M-V with the def2-TZVPD basis set.

Values from the calculation:
LUMO level (hartree): -0.0217
Total energy (hartree): -5569.33867
Charge: 0
HOMO-LUMO gap (eV): 7.22
Maximum force (Eh/bohr): 0.067
Highest occupied orbital energy (eV): -7.807

Cartesian coordinates (Å):
C  2.322  -1.158  5.400
C  2.106  -0.680  3.915
C  1.112  -1.627  3.092
I  2.104  -3.484  2.496
C  0.636  -0.806  1.855
C  1.646  -0.020  1.136
C  1.254  0.789  0.009
C  -0.131  0.891  -0.504
C  -1.129  0.071  0.202
C  -2.615  0.028  -0.244
C  -3.031  -1.320  -0.955
O  -1.914  -2.058  -1.509
C  -2.181  -3.411  -1.333
O  -1.260  -4.173  -1.237
C  -0.732  -0.746  1.370
B  -1.862  -1.603  2.152
N  -2.680  -0.847  3.134
O  -2.074  -2.969  1.906
N  -0.431  1.730  -1.634
C  0.060  3.082  -1.497
C  -0.832  4.229  -1.699
C  -0.278  5.582  -1.545
C  -1.313  6.756  -1.742
C  -1.895  7.092  -0.299
C  -2.553  8.538  -0.386
F  -2.850  8.915  -1.677
F  -1.515  9.408  0.009
C  -3.714  8.782  0.653
F  -3.395  8.070  1.792
F  -3.687  10.098  1.035
S  -5.435  8.277  0.120
F  -5.489  7.106  1.283
F  -4.911  7.151  -0.926
F  -5.534  9.444  -0.997
F  -6.053  9.332  1.228
F  -6.963  7.861  -0.264
C  1.138  5.821  -1.207
C  1.576  7.305  -1.046
C  2.323  7.911  -2.286
C  3.027  9.261  -1.833
F  1.464  8.208  -3.375
C  2.045  4.665  -1.009
C  3.527  4.944  -0.627
C  4.064  4.157  0.634
C  3.014  3.916  1.774
O  3.554  2.831  2.590
C  3.517  3.163  3.981
C  1.473  3.339  -1.158
S  2.459  1.823  -0.894
H  2.244  -2.261  5.553
H  1.678  -0.585  6.124
H  3.381  -0.877  5.677
H  3.104  -0.647  3.410
H  1.633  0.343  3.879
H  0.279  -1.854  3.816
H  2.720  -0.016  1.439
H  -2.881  0.863  -0.954
H  -3.318  0.162  0.628
H  -3.796  -1.105  -1.758
H  -3.581  -1.966  -0.209
H  -3.216  -3.833  -1.222
H  -3.560  -1.323  3.340
H  -2.149  -0.634  3.979
H  -2.701  -3.320  2.562
H  -1.427  1.771  -1.840
H  -1.899  4.036  -1.970
H  -2.133  6.354  -2.382
H  -0.757  7.614  -2.186
H  -1.057  7.091  0.448
H  -2.662  6.353  0.038
H  0.718  8.002  -0.820
H  2.241  7.375  -0.138
H  3.076  7.174  -2.670
H  2.326  10.133  -1.938
H  3.417  9.207  -0.789
H  3.881  9.420  -2.551
H  4.203  4.716  -1.502
H  3.692  6.038  -0.420
H  4.436  3.142  0.323
H  4.949  4.669  1.106
H  2.013  3.563  1.428
H  2.928  4.795  2.478
H  4.224  4.023  4.145
H  2.458  3.385  4.272
H  3.906  2.318  4.614
C  6.888  -8.987  3.942
C  7.691  -7.989  3.132
O  7.174  -7.864  1.801
C  6.060  -7.134  1.682
O  5.475  -6.578  2.577
O  5.691  -7.145  0.396
C  4.451  -6.484  0.142
H  6.830  -9.945  3.421
H  7.342  -9.142  4.922
H  5.864  -8.642  4.091
H  8.717  -8.345  3.032
H  7.734  -7.013  3.620
H  4.455  -5.466  0.535
H  3.629  -7.058  0.574
H  4.312  -6.437  -0.936
C  -1.630  -7.063  -0.544
C  -0.864  -6.518  0.646
O  -1.513  -6.865  1.883
C  -1.346  -8.122  2.292
O  -0.701  -8.975  1.734
O  -2.037  -8.287  3.430
C  -2.021  -9.624  3.928
H  -2.674  -6.740  -0.509
H  -1.185  -6.722  -1.478
H  -1.635  -8.155  -0.545
H  -0.847  -5.431  0.598
H  0.174  -6.856  0.648
H  -1.002  -9.995  4.035
H  -2.598  -10.274  3.268
H  -2.493  -9.617  4.909
C  0.434  -12.355  -0.081
C  1.114  -11.602  1.044
O  2.544  -11.695  0.944
C  3.107  -10.914  0.018
O  2.529  -10.150  -0.714
O  4.428  -11.137  0.027
C  5.136  -10.428  -0.990
H  0.787  -13.389  -0.119
H  -0.649  -12.354  0.055
H  0.658  -11.906  -1.049
H  0.842  -12.053  2.000
H  0.798  -10.558  1.079
H  4.917  -9.362  -0.952
H  4.888  -10.836  -1.971
H  6.201  -10.568  -0.815
C  -9.649  8.424  -1.641
C  -10.279  7.320  -0.816
O  -11.649  7.612  -0.511
C  -12.515  7.421  -1.511
O  -12.248  7.022  -2.616
O  -13.734  7.769  -1.079
C  -14.745  7.705  -2.084
H  -9.772  9.390  -1.147
H  -8.588  8.235  -1.791
H  -10.123  8.506  -2.621
H  -9.759  7.241  0.140
H  -10.194  6.349  -1.310
H  -14.767  6.725  -2.561
H  -14.583  8.489  -2.825
H  -15.704  7.877  -1.599
C  6.260  0.769  -7.085
C  6.120  1.685  -5.885
O  4.823  1.567  -5.289
C  4.630  0.476  -4.537
O  5.444  -0.386  -4.317
O  3.373  0.498  -4.086
C  3.002  -0.665  -3.344
H  5.452  0.946  -7.798
H  7.217  0.932  -7.584
H  6.202  -0.280  -6.790
H  6.219  2.723  -6.207
H  6.901  1.502  -5.144
H  3.702  -0.856  -2.530
H  2.942  -1.527  -4.010
H  2.016  -0.487  -2.916



[5]
C17H31MoN8S as an isolated structure in a non-equilibrium geometry. Source: OMol25; level of theory: ωB97M-V with the def2-TZVPD basis set.

Values from the calculation:
LUMO level (alpha / beta) (hartree): -0.3725 / -0.4118
Spin multiplicity: 3
Total energy (hartree): -1569.91399
Charge: +3
HOMO-LUMO gap (alpha / beta) (eV): 7.60 / 6.73
Maximum force (Eh/bohr): 0.042
Highest occupied orbital energy (alpha / beta) (eV): -17.736 / -17.940

Cartesian coordinates (Å):
Mo  0.296  0.201  -0.283
C  0.347  -2.911  1.744
C  1.726  -2.250  1.694
N  1.894  -1.017  0.853
C  2.653  -0.016  1.633
C  1.686  0.740  2.536
N  0.487  1.189  1.772
C  0.349  2.662  1.872
C  -0.779  3.242  1.010
C  -1.990  2.326  0.881
N  -1.756  1.314  -0.179
C  -2.810  0.284  -0.209
C  -2.572  -0.705  0.920
N  -1.208  -1.257  0.791
C  -0.807  -1.961  2.026
H  0.396  -3.636  2.559
H  0.128  -3.491  0.845
H  2.453  -3.004  1.377
H  1.981  -1.980  2.721
H  2.506  -1.278  0.075
H  3.155  0.674  0.950
H  3.435  -0.491  2.236
H  2.209  1.602  2.958
H  1.376  0.109  3.374
H  -0.323  0.829  2.277
H  1.295  3.118  1.571
H  0.171  2.926  2.920
H  -0.416  3.483  0.008
H  -1.099  4.180  1.464
H  -2.869  2.919  0.609
H  -2.208  1.847  1.836
H  -1.857  1.855  -1.042
H  -2.765  -0.239  -1.174
H  -3.805  0.734  -0.116
H  -3.322  -1.504  0.882
H  -2.672  -0.217  1.893
H  -1.286  -1.997  0.087
H  -1.655  -2.543  2.404
H  -0.540  -1.235  2.801
N  1.460  4.164  -2.012
C  1.092  2.911  -1.840
S  2.053  1.889  -0.757
N  0.060  2.366  -2.409
N  -0.081  1.066  -2.180
C  -0.567  0.316  -3.128
C  -0.336  -1.075  -2.966
C  -0.536  -1.996  -4.000
C  -0.053  -3.284  -3.867
C  0.610  -3.609  -2.686
C  0.744  -2.655  -1.696
N  0.282  -1.399  -1.793
H  2.318  4.512  -1.607
H  0.999  4.745  -2.700
H  -0.944  0.746  -4.049
H  -1.030  -1.680  -4.904
H  -0.170  -4.006  -4.660
H  1.028  -4.592  -2.533
H  1.265  -2.925  -0.790



[6]
C12H13ClCrO2 as an isolated structure in a non-equilibrium geometry. Source: OMol25; level of theory: ωB97M-V with the def2-TZVPD basis set.

Values from the calculation:
LUMO level (alpha / beta) (hartree): 0.2027 / 0.1982
Spin multiplicity: 5
Total energy (hartree): -2120.10046
Charge: -2
HOMO-LUMO gap (alpha / beta) (eV): 3.42 / 5.13
Maximum force (Eh/bohr): 0.057
Energy relative to the best compared isomer or geometry (same formula, charge and spin) (kJ/mol): 98.7
Highest occupied orbital energy (alpha / beta) (eV): 2.097 / 0.260

Cartesian coordinates (Å):
C  -2.291  -0.981  -0.048
C  -1.704  -1.160  -1.342
C  -1.416  0.132  -1.876
H  -1.517  -2.112  -1.830
C  -1.733  1.115  -0.887
C  -2.271  0.417  0.262
H  -2.695  0.884  1.154
H  -2.699  -1.763  0.588
H  -1.070  0.335  -2.889
H  -1.642  2.195  -0.984
Cr  -0.222  -0.176  0.010
Cl  0.142  -2.062  1.222
C  2.225  0.114  0.359
C  1.818  1.357  -0.246
C  1.470  1.089  -1.609
H  1.927  2.342  0.204
C  1.622  -0.316  -1.841
C  2.134  -0.911  -0.649
H  2.463  -1.942  -0.536
H  2.647  -0.001  1.357
H  1.225  1.848  -2.356
H  1.464  -0.838  -2.785
C  -0.230  1.182  4.265
O  -0.214  0.487  2.986
C  -0.086  1.153  1.832
O  0.027  2.369  1.810
H  -1.150  0.867  4.764
H  -0.194  2.264  4.122
H  0.638  0.814  4.817